{"formula": "C32H24Cl84NO2P", "method": "the ωB97M-V functional and the def2-TZVPD basis", "mol_weight_g_mol": 3463.6, "spin_multiplicity": 1, "homo_lumo_gap_ev": 8.3, "lumo_energy_ev": -0.14, "charge": 0, "energy_ha": -40436.1243, "species": ["C", "O", "C", "C", "C", "P", "C", "C", "C", "C", "N", "C", "C", "C", "O", "H", "H", "H", "H", "H", "H", "H", "H", "H", "H", "H", "H", "H", "H", "H", "H", "H", "H", "H", "H", "H", "H", "H", "H", "C", "Cl", "Cl", "Cl", "Cl", "C", "Cl", "Cl", "Cl", "Cl", "C", "Cl", "Cl", "Cl", "Cl", "C", "Cl", "Cl", "Cl", "Cl", "C", "Cl", "Cl", "Cl", "Cl", "C", "Cl", "Cl", "Cl", "Cl", "C", "Cl", "Cl", "Cl", "Cl", "C", "Cl", "Cl", "Cl", "Cl", "C", "Cl", "Cl", "Cl", "Cl", "C", "Cl", "Cl", "Cl", "Cl", "C", "Cl", "Cl", "Cl", "Cl", "C", "Cl", "Cl", "Cl", "Cl", "C", "Cl", "Cl", "Cl", "Cl", "C", "Cl", "Cl", "Cl", "Cl", "C", "Cl", "Cl", "Cl", "Cl", "C", "Cl", "Cl", "Cl", "Cl", "C", "Cl", "Cl", "Cl", "Cl", "C", "Cl", "Cl", "Cl", "Cl", "C", "Cl", "Cl", "Cl", "Cl", "C", "Cl", "Cl", "Cl", "Cl", "C", "Cl", "Cl", "Cl", "Cl"], "positions_angstrom": [[-4.902906, 0.392942, 0.355488], [-3.740772, 1.208559, 0.403331], [-3.516314, 1.852306, -0.843863], [-2.386606, 2.840063, -0.785564], [-1.030059, 2.220731, -0.439399], [-0.294521, 1.153407, -1.763332], [-0.264915, -0.540187, -1.008103], [0.858170, -1.405923, -1.597332], [0.727738, -2.896614, -1.242410], [0.214779, -3.137889, 0.163964], [0.272727, -4.565917, 0.542814], [-0.361548, -4.692012, 1.869390], [-0.532856, -5.366594, -0.374147], [-1.938827, -4.899517, -0.748052], [-0.137370, -6.413939, -0.809249], [-5.492604, 0.589691, -0.539793], [-4.620765, -0.661189, 0.361353], [-5.537112, 0.630019, 1.209093], [-4.420340, 2.414167, -1.107383], [-3.392285, 1.096651, -1.629781], [-2.657498, 3.623029, -0.074894], [-2.306477, 3.327908, -1.757133], [-0.329153, 3.013214, -0.191907], [-1.149815, 1.639874, 0.477243], [-1.252190, 1.031783, -2.798406], [-0.186306, -0.419742, 0.069498], [-1.217893, -1.028552, -1.228291], [0.846050, -1.299964, -2.680474], [1.801418, -1.017884, -1.211972], [0.119865, -3.419126, -1.984250], [1.733152, -3.313847, -1.307791], [-0.817114, -2.795160, 0.283457], [0.842855, -2.569719, 0.847733], [0.221762, -4.098808, 2.570688], [-1.385288, -4.296065, 1.892248], [-0.415291, -5.729842, 2.182417], [-2.635085, -5.137732, 0.054449], [-2.237685, -5.423867, -1.648610], [-1.995434, -3.832439, -0.952968], [3.298625, 3.993223, 1.691776], [2.707818, 2.589923, 0.806347], [4.306324, 3.452714, 3.042281], [4.266721, 5.013560, 0.624009], [1.918737, 4.912882, 2.304222], [4.244600, -1.277365, 1.454548], [5.056882, -1.716287, 2.959534], [5.268709, -0.169263, 0.540941], [3.920727, -2.724058, 0.498049], [2.704749, -0.486779, 1.824511], [9.089186, 1.460062, 0.210636], [10.056139, 0.297569, -0.698311], [9.994624, 2.962029, 0.410529], [7.574903, 1.772148, -0.643050], [8.688627, 0.791088, 1.800522], [8.180341, -1.107361, 5.946631], [8.714737, -2.781932, 6.106971], [9.123747, -0.075417, 7.020722], [8.397709, -0.578051, 4.273626], [6.468523, -0.988799, 6.372990], [1.122741, 3.532028, 6.284580], [-0.572784, 3.889572, 6.626237], [2.062333, 5.029321, 6.342399], [1.744506, 2.403383, 7.493552], [1.265590, 2.820233, 4.677268], [-7.529273, 2.278637, -2.846647], [-6.089812, 1.387195, -3.403791], [-8.898191, 1.178506, -2.696478], [-7.200003, 2.999306, -1.268552], [-7.907479, 3.556360, -4.008112], [3.935216, -7.053318, 0.114212], [4.691577, -7.570512, 1.629335], [5.062749, -6.023001, -0.783489], [3.542254, -8.476199, -0.859262], [2.462662, -6.141032, 0.452278], [-12.203620, -0.045282, -0.256586], [-13.915112, 0.088608, 0.154119], [-11.436982, 1.540319, -0.115709], [-11.422431, -1.179670, 0.847143], [-12.037947, -0.634187, -1.917366], [10.871795, 2.770636, -3.836539], [12.098009, 2.170697, -2.714877], [10.152640, 1.410774, -4.705919], [9.612240, 3.619038, -2.935383], [11.624366, 3.878348, -4.989531], [-14.168101, -4.050481, -0.085434], [-14.857667, -2.844454, -1.174230], [-14.964312, -5.605528, -0.346062], [-12.438328, -4.211467, -0.407216], [-14.408820, -3.538963, 1.588435], [-6.136227, 5.434807, 1.977177], [-5.620021, 6.973658, 1.282065], [-7.880189, 5.244471, 1.758917], [-5.297442, 4.110880, 1.163272], [-5.750500, 5.405114, 3.699371], [-3.719326, -7.430786, 2.263101], [-2.809073, -6.446988, 3.415455], [-4.475518, -8.782845, 3.108231], [-4.969216, -6.436019, 1.503984], [-2.617638, -8.041411, 1.027354], [-2.550962, 5.518413, -4.762213], [-1.329742, 4.447450, -4.061107], [-4.121737, 4.703824, -4.752708], [-2.647665, 7.004452, -3.812838], [-2.112311, 5.912273, -6.424780], [1.973224, 1.327863, 11.612088], [0.281911, 1.676640, 11.978234], [2.903040, 2.828570, 11.628928], [2.622556, 0.214921, 12.818547], [2.085481, 0.590268, 10.009758], [8.381418, 6.447992, 2.657166], [9.687850, 5.276854, 2.469465], [6.835596, 5.615699, 2.508084], [8.478483, 7.206817, 4.247590], [8.514331, 7.682474, 1.397662], [-8.774828, -0.468959, -6.998841], [-7.877068, 0.539747, -5.863419], [-9.792478, -1.593280, -6.091570], [-9.785091, 0.561057, -8.026826], [-7.648320, -1.377017, -8.009306], [-12.617750, -3.252813, -9.207339], [-14.358100, -3.112114, -8.936903], [-11.857069, -1.673209, -9.001684], [-11.931096, -4.388143, -8.039925], [-12.322029, -3.843602, -10.845356], [2.268438, 3.620642, -5.961840], [1.248281, 4.391355, -7.180396], [3.156277, 4.860393, -5.069367], [1.263924, 2.699953, -4.840770], [3.412907, 2.533947, -6.756645], [7.035524, 3.748117, 6.623717], [5.326432, 4.194191, 6.584220], [8.020614, 5.193343, 6.881110], [7.318957, 2.609844, 7.943890], [7.480074, 2.990680, 5.089606], [12.686045, 5.713037, -8.337256], [13.504005, 6.895316, -9.361777], [13.349714, 5.792855, -6.700199], [10.957889, 6.069482, -8.284307], [12.934131, 4.091464, -8.989003], [5.321705, -10.775357, 4.541432], [6.216848, -9.449892, 3.792103], [3.599231, -10.577557, 4.209267], [5.879466, -12.311798, 3.873759], [5.593311, -10.757642, 6.286904]], "forces_ev_per_a": [[0.10, 0.12, 0.06], [0.06, 0.22, -0.15], [-0.66, 0.05, -0.16], [0.35, -0.11, 0.03], [-0.76, -0.07, 0.14], [1.47, 0.33, 0.08], [-0.59, -0.12, -0.88], [-0.47, 0.08, 0.55], [0.40, 0.21, -0.07], [0.13, -0.31, -0.20], [-1.09, 0.17, -0.09], [0.16, 0.15, -0.04], [-0.33, -0.12, -0.41], [0.32, 0.26, -0.11], [0.05, 0.16, 0.28], [0.00, -0.01, -0.10], [-0.05, -0.06, 0.08], [0.06, -0.14, 0.15], [-0.05, -0.03, -0.10], [0.24, -0.02, -0.03], [0.14, 0.00, 0.14], [-0.19, 0.03, -0.07], [0.22, 0.05, -0.19], [0.05, -0.17, -0.03], [-0.46, -0.06, 0.46], [0.07, -0.02, 0.09], [-0.14, 0.00, 0.25], [0.22, 0.06, -0.09], [0.17, -0.01, -0.17], [-0.11, 0.02, -0.01], [-0.04, -0.30, -0.07], [0.04, 0.31, 0.04], [0.02, -0.10, 0.28], [0.10, -0.16, 0.15], [-0.01, 0.07, -0.12], [0.27, -0.09, 0.02], [-0.03, -0.01, 0.05], [-0.03, -0.20, 0.02], [-0.04, 0.03, 0.12], [-0.02, 0.03, 0.03], [-0.02, 0.14, -0.15], [0.01, -0.01, -0.01], [-0.16, -0.05, -0.12], [0.12, 0.21, -0.21], [0.00, -0.04, -0.05], [-0.04, 0.01, -0.03], [-0.05, -0.07, 0.05], [0.08, -0.07, 0.04], [-0.07, -0.11, 0.15], [0.00, -0.09, 0.02], [-0.13, -0.05, 0.08], [-0.07, -0.33, -0.10], [0.04, 0.18, -0.15], [0.14, 0.30, -0.33], [-0.05, 0.01, 0.04], [-0.01, 0.01, -0.01], [0.11, -0.12, -0.06], [0.01, -0.29, 0.41], [-0.02, 0.01, 0.00], [0.05, -0.09, -0.03], [0.01, 0.00, 0.00], [-0.03, 0.06, -0.01], [-0.07, 0.21, -0.12], [-0.14, -0.23, 0.23], [0.01, -0.01, 0.05], [-0.11, 0.18, 0.17], [0.02, -0.01, 0.03], [0.00, 0.02, -0.10], [0.04, -0.04, 0.02], [-0.16, 0.08, 0.15], [-0.04, 0.01, -0.10], [0.06, 0.00, -0.02], [0.03, -0.02, 0.00], [0.61, -0.08, -0.08], [-0.01, 0.02, 0.03], [0.07, 0.17, 0.06], [-0.02, -0.01, 0.01], [0.05, 0.13, 0.05], [0.04, 0.04, -0.01], [-0.02, 0.01, -0.04], [0.09, 0.08, -0.08], [0.00, -0.01, 0.01], [0.02, 0.04, -0.13], [-0.11, -0.15, 0.14], [0.00, -0.01, -0.01], [-0.07, -0.19, -0.07], [0.01, 0.00, 0.01], [-0.05, -0.13, -0.06], [0.00, 0.01, 0.00], [-0.01, 0.02, -0.02], [0.00, 0.00, 0.00], [-0.01, 0.00, 0.00], [0.09, -0.04, 0.13], [0.00, 0.00, -0.01], [0.04, -0.09, -0.02], [-0.15, -0.05, 0.12], [0.00, 0.02, 0.00], [0.00, 0.01, 0.00], [0.01, 0.04, 0.00], [-0.05, -0.04, 0.07], [-0.11, 0.20, -0.13], [-0.01, -0.02, 0.06], [-0.01, -0.02, 0.01], [0.02, 0.00, -0.01], [0.01, 0.05, 0.01], [0.00, 0.00, 0.00], [0.00, 0.00, -0.01], [0.00, 0.00, -0.01], [0.05, -0.22, 0.15], [-0.02, 0.02, 0.03], [0.02, 0.23, 0.26], [0.11, 0.05, 0.02], [0.07, 0.16, -0.14], [0.00, 0.00, 0.01], [-0.03, 0.02, 0.01], [0.01, -0.15, -0.34], [0.00, 0.02, 0.01], [0.09, 0.10, 0.08], [-0.02, 0.00, 0.00], [-0.02, 0.02, -0.02], [0.00, 0.00, 0.00], [-0.09, -0.14, -0.07], [0.01, 0.00, 0.01], [0.00, 0.00, 0.00], [-0.02, -0.01, 0.00], [-0.02, 0.01, -0.01], [0.00, 0.01, 0.00], [0.24, -0.18, 0.04], [0.00, 0.00, 0.00], [0.02, 0.02, 0.05], [0.03, -0.02, -0.02], [-0.06, -0.15, 0.10], [-0.13, 0.11, 0.05], [0.01, -0.01, -0.01], [-0.02, -0.01, -0.02], [0.00, -0.01, 0.01], [0.14, 0.16, -0.12], [0.00, 0.00, 0.01], [0.00, 0.00, 0.01], [-0.03, 0.01, -0.01], [0.11, -0.06, 0.10], [0.00, 0.00, 0.00], [0.00, 0.00, 0.00], [0.00, 0.00, 0.00]]}